This record from the Open Molecules 2025 dataset describes a structure of composition C24H42N4O2Si2V. The level of theory is ωB97M-V/def2-TZVPD.

Output
<S²> = 2.02
Charge = +1
ΔE to the lowest compared entry with this formula, charge and spin = 46.5 kJ/mol
HOMO energy (alpha / beta) = -10.1101 / -11.1769 eV
2S+1 = 3

Geometry as XYZ:
```
75
C24H42N4O2Si2V, DFT ωB97M-V/def2-TZVPD
V 0.3450 0.4484 0.5328
N 1.1525 -0.9167 2.0902
C 2.4191 -0.3887 2.5880
C 2.2510 1.0988 2.9445
N 1.2890 1.6952 2.0247
C 1.3303 3.1395 1.8252
C 0.6775 3.4702 0.4715
N -0.4005 2.5229 0.2055
H 1.2427 -1.9048 1.8640
H 0.4390 -0.8239 2.8158
H 2.7838 -0.9361 3.4698
H 3.1644 -0.5024 1.7956
H 1.9071 1.1864 3.9853
H 3.2243 1.5926 2.8724
H 0.3719 1.5012 2.4256
H 0.7898 3.6634 2.6268
H 2.3602 3.5078 1.8216
H 0.3265 4.5127 0.4814
H 1.4129 3.3756 -0.3325
H -1.1046 2.5957 0.9424
H -0.8520 2.7367 -0.6810
C 2.0151 -3.0100 -0.1465
Si 0.6548 -2.4740 -1.4026
C 1.2413 -3.3085 -3.0265
C -0.9318 -3.4214 -0.9272
C 0.4913 -0.5469 -1.3980
C 1.8446 0.0213 -1.4758
C 2.7935 -0.1082 -2.4884
C 4.0177 0.5180 -2.3555
C 4.2651 1.2621 -1.2076
C 3.2742 1.3430 -0.2481
N 2.0888 0.7397 -0.3713
Si -0.5423 0.1799 -2.8623
C -2.4230 -0.1222 -2.7524
C -0.2942 2.0896 -2.9460
C -0.0708 -0.3724 -4.6374
H 2.6124 -3.8134 -0.5686
H 1.5897 -3.4080 0.7709
H 2.6972 -2.1973 0.0909
H 1.3325 -4.3771 -2.8538
H 2.2127 -2.9619 -3.3607
H 0.5434 -3.1817 -3.8444
H -0.7223 -4.4856 -0.9360
H -1.7279 -3.2561 -1.6426
H -1.3049 -3.1746 0.0598
H 2.5610 -0.6937 -3.3607
H 4.7739 0.4377 -3.1208
H 5.2112 1.7634 -1.0732
H 3.4495 1.9170 0.6504
H -2.8774 0.2943 -1.8611
H -2.6641 -1.1772 -2.7956
H -2.9045 0.3419 -3.6065
H -1.1473 2.6293 -2.5438
H -0.2052 2.4059 -3.9815
H 0.6120 2.4081 -2.4366
H -0.2213 -1.4310 -4.8070
H 0.9533 -0.1347 -4.9022
H -0.7071 0.1530 -5.3439
C -2.9598 1.2804 4.7613
C -2.2947 0.8688 3.4767
O -1.1364 1.2608 3.2573
C -3.0072 0.0381 2.5413
C -4.3138 -0.4027 2.8100
C -5.0088 -1.1955 1.9363
C -4.4105 -1.5858 0.7342
C -3.1400 -1.1804 0.4288
C -2.3863 -0.3602 1.3046
O -1.2000 -0.0020 0.9817
H -2.2694 1.9027 5.3254
H -3.2201 0.4122 5.3613
H -3.8667 1.8476 4.5679
H -4.7811 -0.1069 3.7338
H -6.0095 -1.5186 2.1702
H -4.9533 -2.2104 0.0429
H -2.6636 -1.4706 -0.4909
```

Atom charges from the Mulliken analysis, given in e for atoms 1 to 6: atom 1 (V): -1.336, atom 2 (N): -0.240, atom 3 (C): -0.549, atom 4 (C): -0.936, atom 5 (N): 0.261, atom 6 (C): -0.935

This record from the Open Molecules 2025 dataset describes a cluster of 6 separate species, C24H42O12 in total. The level of theory is ωB97M-V/def2-TZVPD.

Output
Charge = 0
Structure (SMILES) = C[C@H]1COC(=O)O1.C[C@H]1COC(=O)O1.C[C@H]1COC(=O)O1.C1CCOC1.C1CCOC1.C1CCOC1
ΔE to the lowest compared entry with this formula, charge and spin = 0.0 kJ/mol
HOMO energy = -9.3044 eV
2S+1 = 1

Geometry as XYZ:
```
78
C24H42O12, DFT ωB97M-V/def2-TZVPD
C 3.0819 3.8448 3.2564
C 3.1278 2.3495 3.6815
C 4.1179 2.4192 4.8342
O 3.8509 3.6652 5.4976
C 3.2064 4.5700 4.6059
H 2.1466 4.0408 2.7399
H 3.9892 4.0228 2.6808
H 3.5291 1.7808 2.8450
H 2.1364 1.9761 3.9282
H 5.1394 2.4229 4.4436
H 3.9552 1.6663 5.6023
H 3.8656 5.4337 4.4720
H 2.2406 4.9001 4.9902
C 4.1505 2.2068 -0.4564
C 2.8316 1.7147 0.1167
C 2.1709 0.9921 -1.0793
O 3.0590 1.1630 -2.1982
C 4.3477 1.2569 -1.6191
H 5.0180 2.2419 0.2070
H 4.0460 3.2334 -0.8133
H 2.1638 2.5106 0.4490
H 2.8767 1.0506 0.9792
H 1.2269 1.4682 -1.3485
H 1.9684 -0.0782 -0.9677
H 5.0836 1.5994 -2.3469
H 4.6815 0.2643 -1.2790
C -3.9446 3.1106 0.3002
C -2.5570 3.5444 -0.1765
C -2.0079 4.3853 0.9819
O -3.0948 4.6350 1.8648
C -4.3066 4.1667 1.3194
H -3.9151 2.1021 0.7252
H -4.6115 2.9912 -0.5560
H -2.6118 4.1297 -1.0954
H -1.9113 2.6940 -0.4063
H -1.6407 5.3502 0.6185
H -1.1935 3.8947 1.5182
H -4.8184 5.0032 0.8259
H -4.9894 3.7420 2.0548
C -1.1677 -1.2686 -1.3368
C -1.6293 -0.3962 -0.1932
C -2.2846 -1.1687 0.9343
O -1.7478 -0.6915 2.1620
C -0.6319 0.0179 1.8564
O 0.1197 0.4879 2.6417
O -0.4780 0.1118 0.5098
H -1.9913 -1.8288 -1.7835
H -0.3546 -1.9077 -0.9933
H -0.7937 -0.6386 -2.1468
H -2.2656 0.4163 -0.5497
H -1.9365 -2.2146 0.8671
H -3.3667 -1.2770 0.9712
C -5.1994 -5.4119 0.0011
C -4.3851 -4.2088 -0.3658
C -3.9016 -4.2843 -1.8408
O -4.2661 -3.0354 -2.4135
C -4.9547 -2.3164 -1.5018
O -5.3140 -1.2012 -1.6973
O -5.1270 -2.9792 -0.3412
H -5.5555 -5.4148 1.0311
H -4.6422 -6.3302 -0.1748
H -6.0958 -5.3968 -0.6250
H -3.4688 -4.0804 0.2107
H -4.2922 -5.1241 -2.4133
H -2.8128 -4.3770 -1.8306
C 2.3960 -2.0221 -3.5257
C 2.4029 -3.3437 -2.8050
C 1.5647 -4.4602 -3.3969
O 2.3592 -5.6301 -3.1549
C 3.6576 -5.2539 -3.0478
O 4.5825 -5.9941 -3.0397
O 3.7392 -3.9066 -2.9195
H 3.0656 -1.3278 -3.0286
H 1.3659 -1.6687 -3.6081
H 2.7310 -2.1684 -4.5546
H 2.2545 -3.2063 -1.7309
H 1.4035 -4.3683 -4.4722
H 0.6117 -4.5961 -2.8896
```

Atom charges from the Mulliken analysis, given in e for atoms 1 to 6: atom 1 (C): -0.368, atom 2 (C): -0.049, atom 3 (C): -0.504, atom 4 (O): -0.407, atom 5 (C): -0.489, atom 6 (H): 0.217

This record from the Open Molecules 2025 dataset describes a structure of composition C24H43AuBN6Si. The level of theory is ωB97M-V/def2-TZVPD.

Output
Charge = +1
ΔE to the lowest compared entry with this formula, charge and spin = 36.7 kJ/mol
HOMO energy = -11.2975 eV
2S+1 = 1

Geometry as XYZ:
```
76
C24H43AuBN6Si, DFT ωB97M-V/def2-TZVPD
Au 0.1936 -0.4007 -0.5596
C -1.0276 2.7291 -2.0864
C 0.0121 2.7438 -1.0266
C 0.6551 3.8266 -0.4400
C 1.5691 3.2939 0.4566
C 2.5247 4.0323 1.3308
N 1.4638 1.9530 0.4154
N 0.5023 1.6262 -0.5004
B 2.4126 0.9111 1.1281
N 3.1138 0.0508 0.0676
N 2.3927 -0.6869 -0.8208
C 3.2449 -1.3605 -1.5818
C 2.7690 -2.2675 -2.6640
C 4.5527 -1.0541 -1.1836
C 4.4310 -0.1590 -0.1374
C 5.4970 0.4932 0.6763
N 1.6658 0.0145 2.1438
N 0.8313 -1.0000 1.7687
C 0.5439 -1.6833 2.8650
C -0.3340 -2.8940 2.8540
C 1.1799 -1.1142 3.9738
C 1.8905 -0.0407 3.4771
C 2.7618 0.9099 4.2279
H -1.6687 3.6053 -2.0072
H -1.6450 1.8375 -2.0009
H -0.5711 2.7286 -3.0777
H 0.4832 4.8701 -0.6457
H 2.3317 5.1001 1.2532
H 3.5564 3.8467 1.0305
H 2.4215 3.7371 2.3740
H 3.2190 1.5498 1.7206
H 1.6778 -2.2555 -2.7103
H 3.0962 -3.2926 -2.4904
H 3.1547 -1.9559 -3.6346
H 5.4716 -1.4321 -1.6005
H 6.4757 0.1791 0.3202
H 5.4122 0.2191 1.7288
H 5.4407 1.5802 0.6068
H -1.2364 -2.7438 2.2575
H -0.6456 -3.1306 3.8697
H 0.1920 -3.7637 2.4558
H 1.1310 -1.4438 4.9986
H 2.6484 0.7333 5.2950
H 2.4962 1.9470 4.0241
H 3.8141 0.7776 3.9719
C -1.0953 -2.4016 -0.7305
Si -2.0978 -0.7567 -0.8782
C -2.7399 -0.7156 -2.6640
C -1.5558 -0.7033 -3.6341
C -3.7423 0.3826 -3.0458
C -3.4850 -2.0682 -2.8305
C -3.1739 -0.2090 0.5871
C -3.9675 1.0576 0.2380
C -4.1545 -1.3482 0.9178
C -2.3078 0.0918 1.8132
H -1.7465 -3.0246 -0.1081
H -0.1343 -2.4568 -0.1740
H -0.9613 -2.8853 -1.6954
H -1.0136 0.2460 -3.6226
H -1.9339 -0.8622 -4.6482
H -0.8362 -1.5026 -3.4279
H -3.4372 1.3870 -2.7731
H -4.7189 0.1990 -2.5997
H -3.8762 0.3636 -4.1306
H -2.8269 -2.9337 -2.7472
H -3.9269 -2.0921 -3.8305
H -4.3046 -2.1831 -2.1157
H -4.7222 0.8795 -0.5230
H -3.3201 1.8725 -0.0994
H -4.4812 1.4047 1.1390
H -4.7838 -1.6243 0.0675
H -4.8205 -1.0181 1.7208
H -3.6355 -2.2431 1.2712
H -1.5973 0.8999 1.6231
H -1.7411 -0.7756 2.1451
H -2.9637 0.4028 2.6319
```

Atom charges from the Mulliken analysis, given in e for atoms 1 to 6: atom 1 (Au): 0.897, atom 2 (C): -0.622, atom 3 (C): 0.363, atom 4 (C): -1.482, atom 5 (C): 1.030, atom 6 (C): -1.334

This record from the Open Molecules 2025 dataset describes a cluster of 2 separate species, C24H43BN3O9 in total. The level of theory is ωB97M-V/def2-TZVPD.

Output
Charge = +1
HOMO energy = -11.2825 eV
2S+1 = 1

Geometry as XYZ:
```
80
C24H43BN3O9, DFT ωB97M-V/def2-TZVPD
C 5.9066 0.7197 -0.2410
C 5.4175 1.4225 1.1231
O 4.1893 0.8176 1.6599
C 3.4083 1.7961 2.3375
O 4.0316 2.5597 3.1260
C 1.8062 1.9143 2.1726
C 1.1606 0.4495 2.1057
C -0.0585 0.3214 1.0311
C 0.3497 -0.4925 -0.2863
C 1.7401 0.1851 -0.8112
O 1.4422 1.5862 -0.9767
C 0.3929 1.8580 -1.9111
C -0.5824 3.0781 -1.4533
C 0.2106 4.4783 -1.3007
C 0.0038 5.1167 0.1584
C -0.8199 6.4879 0.1827
N -2.2251 6.3899 -0.3068
C -0.5250 0.6210 -2.3804
B -0.0131 0.1967 -3.8642
O 1.1005 -0.6779 -4.1651
O -0.6861 0.7669 -5.0247
C 0.1444 1.7702 -5.6758
N -0.7181 -0.4852 -1.3752
C -2.1102 -0.2230 -0.7920
C -0.8386 -1.8726 -1.9672
N -1.2844 -2.9020 -0.9517
C -0.3722 -4.0889 -0.9496
H 5.1766 -0.0562 -0.6486
H 6.0599 1.4884 -1.0844
H 6.9385 0.2232 -0.1008
H 5.2255 2.5288 0.8670
H 6.2778 1.3456 1.8679
H 1.4566 2.3970 3.1599
H 1.4967 2.6229 1.3386
H 0.7483 0.2270 3.1598
H 1.8915 -0.3929 1.8756
H -0.4118 1.3896 0.8442
H -0.9017 -0.1787 1.6423
H 0.6494 -1.5360 0.0488
H 2.0721 -0.2607 -1.8275
H 2.6167 -0.0335 -0.1061
H 0.9018 2.2658 -2.8710
H -1.3044 3.2279 -2.3451
H -1.2411 2.8132 -0.5638
H 1.3200 4.3239 -1.5397
H -0.2419 5.2230 -2.0589
H 1.0613 5.3638 0.5568
H -0.4523 4.3905 0.9162
H -0.8849 6.8610 1.2740
H -0.2498 7.3112 -0.3842
H -2.3597 5.5861 -0.9307
H -2.8774 6.3601 0.4947
H -1.5600 1.0965 -2.5811
H 1.9305 -0.1567 -4.2937
H -0.1002 2.7784 -5.1761
H 1.2543 1.5506 -5.5200
H -0.0635 1.7833 -6.8004
H -2.8866 -0.4826 -1.6057
H -2.2769 0.8737 -0.5406
H -2.3462 -0.8326 0.1288
H -1.6617 -1.9460 -2.7745
H 0.1682 -2.2927 -2.3389
H -2.2569 -3.1559 -1.1582
H 0.6142 -3.8207 -0.4317
H -0.2315 -4.4701 -2.0160
H -0.8744 -4.8785 -0.2651
C -2.0485 -6.6733 3.3301
C -2.8332 -7.0708 4.3355
C -3.9768 -6.2363 4.8050
O -4.6825 -6.6376 5.7109
C -4.2012 -4.9445 4.1458
C -3.4143 -4.5483 3.1445
C -2.2893 -5.3948 2.6581
O -1.6029 -5.0036 1.7257
O -3.6067 -3.3504 2.5227
O -2.6216 -8.2520 4.9703
H -1.2172 -7.2696 2.9782
H -5.0226 -4.3401 4.5066
H -2.9118 -3.3007 1.8378
H -3.3188 -8.3093 5.6531
```

Atom charges from the Mulliken analysis, given in e for atoms 1 to 6: atom 1 (C): -0.845, atom 2 (C): -0.240, atom 3 (O): -0.280, atom 4 (C): 0.250, atom 5 (O): -0.580, atom 6 (C): 0.333

F_max for every record listed, in sequence, given in eV/A: 4.05; 2.26; 0.70; 4.81.
E for every record listed, in sequence, given in Ha: -2832.14110; -1842.54322; -1718.75822; -1806.19623.